Density functional theory data (ωB97M-V/def2-TZVPD) for a structure of composition C51H42BBiBrN10O.

M (u): 1110.66
Total charge: +1
LUMO (alpha / beta) (eV): -4.1 / -4.1
Orbital gap (alpha / beta) (eV): 5.7 / 5.7
HOMO energy (alpha / beta) (eV): -9.783 / -9.787
Spin multiplicity: 1

CARTESIAN COORDINATES (ANGSTROEM)
Bi: -0.209 -0.052 0.188
Br: 0.712 -0.974 3.404
O: -0.873 2.190 7.209
N: -2.362 0.750 1.534
N: -0.386 3.076 0.305
N: -1.297 0.931 -1.615
N: 0.640 2.230 0.094
N: 1.764 -0.888 -0.131
N: 0.285 1.726 3.282
N: 5.402 -7.702 -4.407
N: -0.692 -1.937 -1.025
N: -2.029 2.001 -1.238
N: -2.557 2.049 1.271
C: -0.027 2.925 3.751
C: -1.911 -1.022 -4.652
C: -3.953 3.956 2.176
C: 0.291 -0.781 -3.716
C: -1.935 -2.254 -1.366
C: -3.402 2.575 2.194
C: -0.659 -3.747 -2.405
C: 3.686 -1.981 -0.688
C: 2.312 -1.927 -0.821
C: 3.121 2.372 0.121
C: 0.152 -2.851 -1.638
C: -1.448 -1.991 -5.519
C: -2.440 -1.971 2.484
C: -3.693 3.588 -2.239
C: -0.503 2.072 5.931
C: 0.751 -1.744 -4.598
C: 4.683 -6.919 -3.980
C: 5.505 2.340 0.610
C: -3.057 -0.923 3.170
C: -1.052 -0.416 -3.732
C: -0.427 3.155 5.051
C: 3.837 -5.926 -3.431
C: 4.649 0.424 -0.696
C: -3.716 1.576 3.092
C: 2.057 -5.289 -1.945
C: 1.786 2.915 0.254
C: 3.286 -3.611 -3.153
C: 3.244 1.046 -0.542
C: -2.540 1.572 -3.338
C: -3.734 -2.495 4.869
C: -3.043 0.431 2.633
C: 4.159 -0.832 0.109
C: -3.110 -3.524 4.184
C: 2.836 -0.098 0.406
C: 1.535 -2.884 -1.547
C: -2.785 2.414 -2.269
C: -1.597 0.645 -2.893
C: 2.283 -3.943 -2.239
C: 2.832 -6.271 -2.529
C: -3.704 -1.205 4.373
C: -0.114 -2.358 -5.487
C: 5.730 1.180 -0.012
C: 0.091 4.305 0.584
C: -1.964 -3.372 -2.217
C: 4.049 -4.586 -3.758
C: -0.167 0.805 5.447
C: 1.468 4.242 0.568
C: -2.461 -3.256 2.989
C: -0.737 5.510 0.845
C: 4.201 2.950 0.678
C: 0.211 0.720 4.125
B: -1.887 2.772 0.092
H: -1.100 3.102 7.436
H: -3.127 4.499 -2.052
H: -2.960 1.652 -4.319
H: 4.334 -2.749 -1.069
H: 4.953 0.180 -1.717
H: -2.769 -1.686 -0.998
H: -3.202 4.698 2.440
H: 2.641 0.217 1.431
H: -2.845 -3.817 -2.638
H: -2.952 -0.734 -4.674
H: -1.434 5.341 1.662
H: -4.342 4.201 1.190
H: 1.299 -5.553 -1.222
H: 0.075 3.739 3.050
H: 2.654 1.017 -1.460
H: -1.320 5.775 -0.034
H: -4.446 3.483 -1.461
H: 4.816 -1.107 0.936
H: 0.966 -0.314 -3.014
H: 2.666 -7.308 -2.286
H: -4.192 3.683 -3.198
H: 2.148 5.049 0.743
H: -4.196 -0.417 4.922
H: 0.251 -3.129 -6.148
H: 4.115 3.887 1.206
H: -1.942 -1.776 1.545
H: -4.359 1.664 3.942
H: -4.763 4.021 2.900
H: -1.972 -4.050 2.444
H: -0.194 -0.054 6.096
H: -0.293 -4.547 -3.017
H: 6.315 2.862 1.092
H: -2.125 -2.457 -6.220
H: -4.251 -2.695 5.795
H: -3.132 -4.528 4.579
H: 1.790 -2.031 -4.602
H: -2.429 3.808 -0.034
H: -0.088 6.344 1.097
H: -0.670 4.154 5.378
H: 3.459 -2.573 -3.396
H: 4.809 -4.320 -4.477
H: 6.721 0.754 -0.043

Cartesian forces (eV/Å) of the 2 atoms listed first:
0.425 -0.143 0.843
0.071 -0.045 0.228

These are the Mulliken partial charges, in e, on atoms 1 to 6: Bi 2.777; Br 0.015; O -0.552; N 0.380; N 0.539; N 0.541

***

Density functional theory data (ωB97M-V/def2-TZVPD) for a structure of composition C51H42F3N11O4Tl.

M (u): 1134.35
Total charge: -1
LUMO (eV): 1.2
Orbital gap (eV): 4.2
ΔE to the lowest compared entry with this formula, charge and spin (kcal/mol): 32.2
HOMO energy (eV): -2.940
Spin multiplicity: 1

CARTESIAN COORDINATES (ANGSTROEM)
Tl: -0.136 0.327 -0.211
F: -6.314 8.027 -1.370
F: -7.039 7.372 0.540
F: -7.719 6.406 -1.256
O: 4.098 1.999 -0.996
O: -2.443 -3.914 -5.179
O: 2.858 0.587 4.875
O: 4.429 -2.391 2.928
N: 4.713 -0.110 0.994
N: -2.461 -5.081 -7.053
N: -3.431 -5.557 -6.276
N: 2.612 -0.017 -0.009
N: -2.118 -4.134 0.327
N: 2.834 0.210 2.302
N: -1.392 -2.093 -0.163
N: -0.945 0.453 -3.104
N: -0.527 1.519 -5.016
N: 0.197 0.395 -4.953
N: -3.111 -3.416 -0.211
C: 3.314 0.045 1.062
C: -5.820 -5.462 -1.766
C: 7.335 -0.679 4.220
C: -0.072 -3.700 -7.995
C: -1.605 2.287 0.352
C: 5.538 -0.326 2.102
C: -0.740 -0.418 3.060
C: 6.597 0.555 2.318
C: -0.064 -0.233 -3.796
C: 6.295 -1.565 4.024
C: -4.433 -3.951 -0.356
C: 3.274 -1.271 -3.402
C: -4.513 3.805 -0.973
C: 3.128 -0.118 -1.284
C: 3.297 -0.295 5.877
C: 0.384 -0.247 2.249
C: 3.980 -0.214 -3.946
C: -0.786 -3.298 -6.862
C: -5.493 5.946 -0.547
C: 1.040 -0.038 -6.025
C: 3.828 0.964 -1.862
C: -6.621 6.908 -0.663
C: -3.357 5.413 0.402
C: -5.544 4.696 -1.160
C: 1.299 -1.741 -7.815
C: -2.407 3.168 0.068
C: 7.493 0.389 3.353
C: -4.247 -5.056 -4.014
C: 4.434 3.242 -1.548
C: -2.657 -2.187 -0.501
C: -5.366 -5.894 -4.084
C: -0.432 -2.114 -6.202
C: 1.570 0.074 2.907
C: 0.601 -1.332 -6.679
C: -1.875 -4.105 -6.403
C: 2.848 -1.221 -2.086
C: -3.416 -4.869 -5.161
C: 0.963 -2.921 -8.463
C: -4.712 -4.618 -1.688
C: 5.391 -1.424 2.972
C: 3.859 -2.803 1.700
C: -1.193 1.523 -3.884
C: 4.241 0.915 -3.180
C: -3.937 -4.409 -2.810
C: -4.386 6.305 0.221
C: 0.474 0.099 5.060
C: -0.714 -0.241 4.434
C: -3.406 4.132 -0.172
C: -6.146 -6.081 -2.964
C: -1.100 -3.307 0.340
C: 1.620 0.247 4.302
H: 4.782 1.740 -3.622
H: 4.498 3.929 -0.706
H: 3.388 -1.312 5.481
H: 0.419 -1.135 -3.479
H: -4.546 2.826 -1.428
H: 4.282 0.049 6.200
H: 2.302 -2.042 -1.647
H: 2.100 -1.120 -8.188
H: 4.556 -2.685 0.870
H: 3.529 0.381 3.023
H: -5.146 -3.130 -0.206
H: -1.680 -0.690 2.594
H: -3.239 -1.406 -0.943
H: 1.520 -3.228 -9.336
H: 5.401 3.199 -2.062
H: -4.357 7.287 0.674
H: 2.063 -0.168 -5.644
H: -1.855 2.312 -3.599
H: 2.934 -2.263 1.485
H: 2.610 -0.301 6.731
H: -5.591 -6.382 -5.019
H: -2.505 5.679 1.010
H: 5.130 0.480 0.284
H: 3.626 -3.863 1.824
H: -1.003 -1.820 -5.334
H: 4.344 -0.262 -4.963
H: 6.692 1.398 1.647
H: 6.152 -2.406 4.686
H: 8.298 1.095 3.487
H: -0.133 -3.564 0.717
H: -1.613 -0.373 5.026
H: 3.663 3.583 -2.244
H: -6.396 4.435 -1.769
H: 1.039 0.762 -6.772
H: -0.350 -4.625 -8.474
H: 8.028 -0.835 5.033
H: -6.425 -5.628 -0.885
H: 0.498 0.253 6.130
H: 3.051 -2.138 -4.010
H: -3.075 -3.760 -2.782
H: -7.021 -6.713 -3.013
H: -4.570 -4.687 0.443

Cartesian forces (eV/Å) of the 2 atoms listed first:
0.649 0.200 0.131
0.236 -0.022 -0.056

These are the Mulliken partial charges, in e, on atoms 1 to 6: Tl 0.982; F -0.270; F -0.272; F -0.293; O -0.408; O -0.250

***

no.,electronic energy (Eh)
1,-5404.78765
2,-3343.92540